# 1
DFT (wB97M-V/def2-TZVPD) results for a 10-piece molecular cluster, C62H48BrF4N5O20P overall.

Values from the calculation:
**Charge**: +1
**HOMO-LUMO gap**: 7.05 eV
**Highest occupied orbital energy**: -0.4003 hartree
**Electronic energy**: -203656.1383 eV

```
141
Properties=species:S:1:pos:R:3:lowdin_charge:R:1
C 7.34163 -0.31975 -1.54882 -0.07
N 6.90361 0.86068 -2.29186 -0.15
C 6.70436 0.62276 -3.73230 -0.04
C 5.83466 1.55548 -1.70009 -0.43
O 5.82496 2.74401 -1.59660 0.16
C 4.59117 0.80119 -1.13954 0.00
C 3.47622 0.81874 -2.11348 -0.20
N 2.81352 1.92938 -2.34898 0.22
C 1.88085 1.65038 -3.26137 -0.42
N 1.03239 2.52298 -3.75677 -0.36
Br 1.08592 4.28744 -3.24874 0.90
N 1.92981 0.31473 -3.62574 -0.05
P 0.82906 -0.44410 -4.73827 0.81
O 0.09138 0.63116 -5.41556 -0.35
N 2.98188 -0.20597 -2.86093 0.11
C 3.32127 -1.61365 -2.85527 -0.45
F 3.09880 -2.10216 -4.08105 0.14
F 4.61951 -1.71657 -2.58082 0.16
C 2.52388 -2.42707 -1.80344 -0.28
F 1.28938 -1.88097 -1.68480 0.07
F 2.39954 -3.68860 -2.22799 0.13
H 6.63543 -1.15669 -1.57270 0.07
H 8.27093 -0.66734 -1.99966 0.11
H 7.57204 -0.04733 -0.52188 0.08
H 5.99329 1.34866 -4.13286 0.10
H 6.37504 -0.39824 -3.94489 0.08
H 7.65084 0.79058 -4.24668 0.06
H 4.82214 -0.19127 -0.76078 0.11
H 4.23546 1.39247 -0.29818 0.13
H 0.37010 2.23219 -4.47185 0.06
H 0.04898 -1.27532 -3.93070 0.04
H 1.63877 -1.24739 -5.52976 0.04
H 3.05485 -2.42361 -0.84809 0.18
C 0.31964 0.01703 3.75380 0.04
C 1.25870 0.43291 2.90663 0.02
C 1.49342 -0.27949 1.63276 -0.37
O 2.35317 0.08079 0.84218 0.07
C 0.65998 -1.45780 1.32859 0.02
C -0.27850 -1.88299 2.16722 0.04
C -0.52594 -1.17315 3.45181 -0.37
O -1.38283 -1.54519 4.21807 0.13
H 0.12224 0.51533 4.69424 0.13
H 1.88444 1.29413 3.10367 0.12
H 0.88884 -1.92628 0.38265 0.09
H -0.89144 -2.74958 1.95806 0.11
C -4.16414 -0.71295 -1.08234 0.03
C -3.08463 -1.48210 -0.98043 0.01
C -3.05878 -2.65876 -0.07591 -0.38
O -2.06426 -3.35299 0.01827 0.07
C -4.27842 -2.94839 0.71059 0.03
C -5.36074 -2.18140 0.61403 0.03
C -5.39155 -1.00473 -0.29024 -0.37
O -6.37183 -0.30211 -0.38589 0.12
H -4.21111 0.15083 -1.73356 0.12
H -2.17812 -1.29375 -1.54294 0.11
H -4.24004 -3.81325 1.36056 0.12
H -6.26026 -2.38789 1.17391 0.09
C 10.93148 3.99617 -7.18338 0.03
C 10.41938 2.79724 -6.91998 0.02
C 9.96964 2.44042 -5.55312 -0.38
O 9.49446 1.34887 -5.30896 0.08
C 10.11077 3.46362 -4.48822 0.02
C 10.62244 4.66275 -4.75013 0.03
C 11.07189 5.02588 -6.11987 -0.38
O 11.53070 6.11931 -6.36049 0.12
H 11.26697 4.28360 -8.17159 0.13
H 10.30510 2.03177 -7.67679 0.12
H 9.77223 3.17481 -3.50072 0.12
H 10.73584 5.42766 -3.99257 0.12
C -9.15260 -5.93194 4.25172 0.02
C -8.42306 -5.86390 3.14399 0.00
C -7.73510 -4.61495 2.75025 -0.38
O -7.08396 -4.56132 1.72227 0.08
C -7.87961 -3.43880 3.64312 0.02
C -8.60575 -3.50483 4.75480 0.04
C -9.30074 -4.75932 5.14746 -0.37
O -9.96037 -4.81480 6.16128 0.11
H -9.67579 -6.83106 4.54957 0.13
H -8.30695 -6.70477 2.47189 0.13
H -7.37055 -2.53163 3.34235 0.11
H -8.72991 -2.66151 5.42195 0.13
C -12.26215 -6.90795 11.16768 0.02
C -11.09705 -6.69873 11.77387 0.02
C -9.87727 -6.35105 11.00013 -0.39
O -8.81512 -6.16119 11.55261 0.10
C -10.00978 -6.24555 9.52566 0.02
C -11.17366 -6.45485 8.91786 0.02
C -12.39345 -6.80169 9.69102 -0.38
O -13.45587 -6.99118 9.14021 0.11
H -13.16446 -7.16259 11.70896 0.12
H -10.97622 -6.76944 12.84734 0.12
H -9.10976 -5.98819 8.98190 0.12
H -11.28665 -6.37618 7.84410 0.11
C 6.99132 -3.31865 3.71651 0.03
C 7.56047 -3.18443 2.52168 0.02
C 8.01761 -1.86006 2.03253 -0.38
O 8.52289 -1.73370 0.93574 0.09
C 7.82584 -0.69114 2.92720 0.02
C 7.25679 -0.82337 4.12206 0.03
C 6.79161 -2.14822 4.61157 -0.38
O 6.26702 -2.26778 5.69502 0.12
H 6.64829 -4.27251 4.09662 0.12
H 7.71788 -4.02099 1.85256 0.12
H 8.17432 0.26233 2.54977 0.12
H 7.10469 0.01272 4.79275 0.12
C -13.31184 -5.13229 0.84896 0.02
C -13.63120 -5.08452 -0.44132 0.03
C -12.58356 -5.06871 -1.49450 -0.38
O -12.87007 -5.02279 -2.66961 0.11
C -11.16524 -5.10979 -1.05055 0.03
C -10.84662 -5.15758 0.23936 0.03
C -11.89578 -5.17346 1.29108 -0.37
O -11.60735 -5.21698 2.46906 0.10
H -14.05616 -5.14383 1.63487 0.12
H -14.65605 -5.05418 -0.78831 0.12
H -10.42018 -5.09722 -1.83580 0.12
H -9.81895 -5.18518 0.58056 0.11
C 1.35059 10.12924 -0.91725 0.04
C 0.87555 9.41691 -1.93528 0.02
C 1.35227 8.03882 -2.19219 -0.41
O 0.92076 7.39467 -3.13283 0.01
C 2.37636 7.47891 -1.27944 0.00
C 2.85504 8.18814 -0.26239 0.04
C 2.37816 9.57208 0.00213 -0.37
O 2.80761 10.21563 0.93058 0.13
H 1.01984 11.13815 -0.70683 0.13
H 0.12975 9.80068 -2.61957 0.13
H 2.71515 6.47168 -1.49281 0.11
H 3.60821 7.80532 0.41378 0.13
C 4.06558 8.15829 -4.52462 0.03
C 3.91467 7.79989 -5.79564 0.03
C 5.06960 7.79341 -6.73174 -0.38
O 4.93685 7.46119 -7.88855 0.11
C 6.39226 8.20527 -6.19204 0.02
C 6.53955 8.56405 -4.91936 0.02
C 5.38643 8.56605 -3.98477 -0.38
O 5.51183 8.88481 -2.82140 0.11
H 3.24494 8.16965 -3.82313 0.09
H 2.95990 7.49786 -6.20772 0.12
H 7.21654 8.19402 -6.89380 0.12
H 7.49217 8.86789 -4.50441 0.12
```


# 2
DFT (wB97M-V/def2-TZVPD) results for C62H49Cl2N8O5STi as an isolated structure.

Values from the calculation:
**Charge**: -1
**HOMO-LUMO gap (spin up / spin down)**: 4.94 / 4.97 eV
**Highest occupied orbital energy (spin up / spin down)**: -0.1056 / -0.1059 hartree
**Energy above the lowest of the compared OMol25 structures with the same formula, charge and spin**: 1.361 eV
**Electronic energy**: -146249.1324 eV

```
128
Properties=species:S:1:pos:R:3:lowdin_charge:R:1
Ti 0.33740 0.08166 0.36792 1.15
S -2.74944 6.94342 -1.95731 0.91
N -1.33694 6.39279 -2.54953 -0.24
C -0.96256 5.37702 -1.78773 -0.31
C 0.25006 4.59623 -1.92410 -0.09
C 1.21470 4.86582 -2.89265 -0.01
C 2.35855 4.09768 -2.92604 -0.03
C 2.49892 3.07663 -1.98304 -0.12
N 1.58755 2.80692 -1.07180 0.15
C 0.47602 3.54103 -1.02827 -0.13
C -0.50110 3.19741 0.02797 -0.20
N -0.20052 2.17530 0.81811 0.01
C -1.24954 1.72682 1.70584 -0.31
C -2.29089 2.71608 2.09112 -0.04
C -2.48866 3.78255 1.30645 -0.03
C -1.62868 4.00231 0.17812 -0.12
C -1.87164 5.08209 -0.72705 -0.32
N -2.92573 5.90041 -0.72094 -0.25
H 1.04513 5.67631 -3.58883 0.11
H 3.13475 4.27123 -3.65694 0.10
H 3.37714 2.44844 -1.97219 0.10
H -0.79422 1.28501 2.60299 0.08
H -2.88821 2.53040 2.97099 0.10
H -3.26240 4.50977 1.51197 0.11
C 1.36591 -3.61649 2.18294 -0.02
C 0.05631 -3.12628 2.73198 -0.22
C -0.87749 -4.05838 3.15551 -0.07
C -1.98995 -3.67765 3.88498 -0.10
C -2.11636 -2.35348 4.26088 -0.07
C -1.20433 -1.39058 3.83885 -0.21
C -1.29780 -0.01926 4.45875 -0.03
C -0.17055 -1.75838 2.96131 -0.21
N 0.68181 -0.76305 2.38484 0.00
C 1.77685 -0.50088 3.10996 -0.32
C 2.06035 -1.18786 4.41364 -0.04
C 2.68790 0.46057 2.58320 -0.31
C 3.86953 0.91812 3.40754 -0.01
N 2.46282 0.95379 1.37342 0.06
C 3.38807 1.96336 0.98753 -0.24
C 4.58518 1.63876 0.34214 -0.22
C 5.03635 0.21676 0.17094 -0.05
C 5.43392 2.64943 -0.09480 -0.08
C 5.14356 3.97833 0.13979 -0.10
C 4.01330 4.29110 0.87695 -0.06
C 3.15025 3.30621 1.32639 -0.23
C 2.02754 3.70642 2.24359 -0.03
H 1.22872 -4.44878 1.49476 0.08
H 1.97953 -3.97821 3.01439 0.09
H 1.92024 -2.82559 1.68688 0.07
H -0.71131 -5.10222 2.92408 0.11
H -2.72091 -4.40940 4.19353 0.10
H -2.92030 -2.05287 4.91818 0.11
H -2.16761 0.54112 4.11231 0.06
H -0.40691 0.57238 4.26404 0.07
H -1.39583 -0.12496 5.54068 0.09
H 1.40601 -2.04078 4.57567 0.07
H 1.92283 -0.51872 5.26368 0.08
H 3.08731 -1.54824 4.45152 0.08
H 3.71828 0.72217 4.46529 0.07
H 4.04400 1.98614 3.28296 0.08
H 4.78954 0.41440 3.10390 0.08
H 4.31073 -0.48095 0.58091 0.06
H 5.98652 0.06329 0.69008 0.08
H 5.20695 -0.01562 -0.88016 0.08
H 6.34361 2.37566 -0.61359 0.11
H 5.80245 4.75645 -0.21356 0.09
H 3.79540 5.32173 1.12329 0.11
H 1.40972 4.48425 1.79785 0.08
H 2.44159 4.10941 3.17198 0.08
H 1.38324 2.86443 2.47757 0.06
Cl -2.88302 -3.54950 0.18081 0.74
C -1.31434 -3.74261 -0.53621 -0.56
C -1.04180 -4.92918 -1.23343 -0.13
C 0.18384 -5.12969 -1.80014 -0.61
Cl 0.47866 -6.58462 -2.72208 0.67
C 1.21623 -4.17068 -1.65790 -0.18
C 2.52381 -4.31425 -2.17747 -0.02
C 3.43346 -3.31628 -1.97541 -0.03
C 3.04669 -2.17316 -1.24806 -0.10
N 1.85084 -2.01380 -0.73373 0.14
C 0.93021 -2.98948 -0.94690 -0.17
C -0.37604 -2.73043 -0.40503 -0.39
O -0.62595 -1.60748 0.17323 -0.18
H -1.81848 -5.67328 -1.33439 0.10
H 2.78205 -5.20361 -2.73354 0.09
H 4.43629 -3.38128 -2.36974 0.10
H 3.73390 -1.35451 -1.12456 0.07
O 2.25101 0.39740 -2.80052 0.05
C 1.13622 -0.03739 -2.53386 -0.55
O 0.45051 0.32654 -1.50854 -0.15
C 0.51636 -1.10752 -3.39352 -0.11
C -0.75276 -1.60651 -3.13634 -0.02
C -1.27284 -2.69485 -3.83915 0.03
C -0.45733 -3.25658 -4.78807 -0.21
O -0.71395 -4.33790 -5.59015 0.02
C 0.48942 -4.57407 -6.30803 -0.16
O 1.40636 -3.52687 -6.02980 0.02
C 0.81051 -2.76338 -5.05099 -0.20
C 1.32666 -1.68575 -4.38610 0.08
H -1.33246 -1.16796 -2.33390 0.10
H -2.25186 -3.08933 -3.62362 0.12
H 0.26635 -4.58093 -7.38066 0.13
H 0.91883 -5.53248 -5.98062 0.13
H 2.31566 -1.30164 -4.56631 0.13
N -1.69278 0.58646 0.77218 0.09
C -2.88996 0.42357 0.32734 -0.16
C -3.16720 0.07201 -1.09351 -0.17
C -2.55961 0.85820 -2.06911 -0.03
C -2.92243 0.72361 -3.40038 -0.07
C -3.87627 -0.21321 -3.76798 -0.09
C -4.48359 -1.00278 -2.79937 -0.08
C -4.14847 -0.84426 -1.46614 -0.05
C -4.09258 0.69096 1.15990 -0.17
C -4.16313 0.09173 2.41337 -0.03
C -5.27912 0.28903 3.21589 -0.07
C -6.32021 1.08492 2.76696 -0.09
C -6.25981 1.66913 1.50580 -0.07
C -5.15829 1.45901 0.69683 -0.02
H -1.81297 1.58517 -1.77556 0.11
H -2.44425 1.34019 -4.14725 0.11
H -4.14715 -0.33035 -4.80712 0.10
H -5.22623 -1.73575 -3.08285 0.10
H -4.64136 -1.43811 -0.70729 0.09
H -3.35117 -0.55134 2.73440 0.09
H -5.33161 -0.18392 4.18682 0.10
H -7.18955 1.24309 3.39305 0.10
H -7.07158 2.28879 1.15668 0.10
H -5.10038 1.91796 -0.27957 0.13
```


# 3
DFT (wB97M-V/def2-TZVPD) results for C62H51GeN3O2S7SbW as an isolated structure.

Values from the calculation:
**Charge**: -1
**HOMO-LUMO gap (spin up / spin down)**: 4.57 / 4.76 eV
**Highest occupied orbital energy (spin up / spin down)**: -0.1290 / -0.1483 hartree
**Electronic energy**: -214411.0195 eV
**Expectation value of S²**: 2.03
**Multiplicity**: 3

```
128
Properties=species:S:1:pos:R:3:mulliken_spin:R:1
W -0.40799 -2.46233 -1.26421 0.49
C -2.68800 -1.68719 3.83501 0.00
N -1.63136 -2.61933 3.56955 0.00
C -0.73485 -3.09050 4.47084 0.00
C 0.28070 -3.69452 3.81179 0.00
N 0.05087 -3.57425 2.45172 0.00
C -1.18340 -2.93725 2.29514 0.03
S -1.50876 -1.73505 1.04363 0.00
C 0.88608 -3.97875 1.41658 -0.02
C 2.15299 -4.44256 1.69449 0.03
C 3.02566 -4.76622 0.62411 -0.01
C 2.62325 -4.64870 -0.65042 0.03
C 1.24402 -4.16734 -0.97162 0.04
N 0.35711 -3.87166 0.15316 0.07
H -2.98379 -1.77308 4.87772 0.00
H -3.54447 -1.89024 3.19370 0.00
H -2.33640 -0.67067 3.62718 0.00
H -0.88705 -2.97259 5.52370 0.00
H 1.13593 -4.18823 4.22109 0.00
H 2.50697 -4.50424 2.70599 0.00
H 4.02592 -5.10564 0.84723 0.00
H 3.23282 -4.86619 -1.51212 0.00
H 0.74251 -4.93453 -1.65244 0.01
C 7.19608 -1.50647 2.96007 0.00
C 5.79102 -1.52067 2.43785 0.00
C 4.72861 -1.04550 3.19462 0.00
C 3.45574 -0.98085 2.65869 0.00
C 3.25462 -1.37990 1.34942 0.01
C 4.28552 -1.92143 0.60001 0.00
C 5.54652 -1.99229 1.15240 0.00
S 1.67532 -1.05775 0.56567 0.01
O 1.25808 -2.95688 -1.69790 0.11
C 2.29700 0.22238 -0.54024 -0.01
C 2.52999 -0.13943 -1.87558 0.00
C 2.92082 0.78982 -2.79590 -0.01
C 3.05706 2.14484 -2.41940 0.00
C 3.40435 3.14620 -3.34935 0.00
C 3.52368 4.45213 -2.96085 0.00
C 3.28095 4.81652 -1.63030 0.00
C 2.95195 3.86832 -0.70175 0.00
C 2.85321 2.50801 -1.06234 0.00
C 2.51870 1.50736 -0.09951 0.01
C 2.55790 1.87172 1.32540 0.01
C 3.81949 2.28597 1.85382 0.00
C 5.01305 2.20108 1.10665 0.00
C 6.20242 2.63256 1.62975 0.00
C 6.26059 3.15485 2.92559 0.00
C 5.13017 3.19693 3.69713 0.00
C 3.89126 2.75469 3.19152 0.00
C 2.72293 2.75118 3.98505 0.00
C 1.54571 2.26880 3.48439 0.00
C 1.46241 1.84069 2.15666 0.01
S -0.10054 1.07971 1.62766 0.01
O -0.71441 0.64299 2.89614 0.01
C -0.95128 2.61222 1.20531 0.01
C -0.74759 3.15558 -0.04954 0.00
C -1.51663 4.23223 -0.44597 0.00
C -2.49530 4.75479 0.39364 0.00
C -3.37025 5.87102 -0.08781 0.00
C -2.67797 4.19737 1.65241 0.00
C -1.91058 3.12069 2.05755 0.00
H 7.22526 -1.29852 4.02749 0.00
H 7.76838 -0.73151 2.44625 0.00
H 7.68363 -2.46228 2.76838 0.00
H 4.89534 -0.69153 4.20159 0.00
H 2.62829 -0.59729 3.23738 0.00
H 4.10043 -2.27667 -0.40159 0.00
H 6.36108 -2.39630 0.57044 0.00
H 2.43444 -1.17974 -2.16965 0.03
H 3.10467 0.47864 -3.81481 0.00
H 3.56386 2.85453 -4.37687 0.00
H 3.79144 5.21398 -3.67710 0.00
H 3.34920 5.85354 -1.33724 0.00
H 2.74591 4.15742 0.31825 0.00
H 4.98635 1.78424 0.11179 0.00
H 7.10344 2.56983 1.03764 0.00
H 7.20207 3.51275 3.31609 0.00
H 5.17307 3.56441 4.71272 0.00
H 2.78369 3.10968 5.00337 0.00
H 0.65633 2.20361 4.09317 0.00
H -0.01660 2.72512 -0.71683 -0.02
H -1.36948 4.65963 -1.42743 0.00
H -2.79599 6.57910 -0.68204 0.00
H -3.83581 6.39704 0.74284 0.00
H -4.15945 5.45981 -0.71868 0.00
H -3.43812 4.59531 2.31109 0.00
H -2.05720 2.64820 3.01815 0.00
S 1.95607 -2.37622 -4.54576 0.24
Sb -0.22529 -1.94079 -3.95868 0.10
S -0.50124 -0.15508 -1.37289 0.15
S -1.28359 -3.93469 -2.88031 0.39
S -1.18128 -2.00979 -6.04028 0.12
C -2.18870 -2.82422 -0.24361 0.20
Ge -2.89939 -1.51932 -1.75248 -0.07
C -3.03882 -0.13961 -3.33166 -0.02
C -3.49214 -0.42737 -4.60786 0.02
C -3.74199 0.60013 -5.50523 0.00
C -3.57731 1.91706 -5.12542 0.00
C -3.14069 2.20715 -3.84419 0.00
C -2.86853 1.18510 -2.95763 0.01
C -4.34970 -2.84993 -2.33566 0.00
C -5.33303 -3.17172 -1.40568 -0.01
C -6.38536 -4.01115 -1.71957 0.00
C -6.48865 -4.53969 -2.99562 0.00
C -5.50572 -4.25623 -3.92506 0.01
C -4.43808 -3.44157 -3.58848 -0.01
C -4.11484 -0.29036 -0.67322 0.00
C -5.41106 -0.11949 -1.14608 0.00
C -6.34070 0.63905 -0.46332 0.00
C -5.98897 1.26939 0.71939 0.00
C -4.68776 1.16955 1.17037 0.00
C -3.76504 0.40883 0.47177 -0.01
H -3.09221 -3.31640 0.14358 0.02
H -3.62636 -1.44044 -4.94500 0.00
H -4.04719 0.35101 -6.50974 0.00
H -3.78368 2.71653 -5.82325 0.00
H -3.00718 3.23192 -3.52921 0.00
H -2.51643 1.42676 -1.96558 0.02
H -5.28451 -2.73854 -0.41389 0.00
H -7.12875 -4.24602 -0.96737 0.00
H -7.32268 -5.17976 -3.25519 0.00
H -5.56254 -4.66747 -4.92197 0.00
H -3.65262 -3.30341 -4.31876 -0.01
H -5.68269 -0.60239 -2.07257 0.00
H -7.34573 0.73837 -0.84855 0.00
H -6.71890 1.84377 1.27411 0.00
H -4.37927 1.68249 2.07116 0.00
H -2.75099 0.38311 0.84223 0.02
```